Entry 1:
Below is 6 unconnected molecules or ions with the total composition C3H19NO5, with properties calculated with ωB97M-V/def2-TZVPD.

Structure (XYZ):
```
28
C3H19NO5 ωB97M-V/def2-TZVPD
C 2.392 -0.899 0.494
C 1.274 0.210 0.288
C 1.725 1.182 -0.842
N -0.042 -0.383 -0.064
H 2.656 -1.376 -0.375
H 3.331 -0.493 0.954
H 2.064 -1.599 1.262
H 1.070 0.894 1.202
H 0.891 1.908 -0.699
H 2.687 1.744 -0.846
H 1.781 0.599 -1.784
H -0.509 -0.835 0.668
H 0.069 -1.082 -0.861
O 0.067 -0.821 3.381
H 0.505 -0.095 3.756
H -0.923 -0.445 3.125
O -2.988 -0.456 1.975
H -3.004 0.226 1.217
H -3.736 -1.018 1.784
O -1.535 2.034 -1.314
H -1.072 2.541 -0.575
H -1.178 1.130 -1.250
O 1.292 -1.689 -2.918
H 1.818 -2.499 -3.205
H 1.684 -0.983 -3.285
O -3.679 0.654 -0.379
H -3.234 1.566 -0.692
H -3.406 -0.012 -1.017
```

The calculation puts the HOMO energy at -0.3445 Eh. The value obtained for the relative energy (zero: lowest compared OMol25 entry of this formula, charge and spin) is 18.24 kcal/mol. The value obtained for the LUMO energy is 0.510 eV.

Mulliken population analysis, charges in e, atoms 1 to 4:
1. C -1.379
2. C 0.478
3. C -0.764
4. N -0.446

Entry 2:
Below is C11H14N2S2 in the gas phase, with properties calculated with ωB97M-V/def2-TZVPD.

Structure (XYZ):
```
29
C11H14N2S2 ωB97M-V/def2-TZVPD
C -4.007 -1.808 0.188
C -3.681 -0.507 -0.123
C -2.994 -2.753 0.368
C -2.347 -0.182 -0.256
C -1.645 -2.449 0.149
C -1.325 -1.078 -0.068
C 2.189 -1.741 -0.240
C 1.864 0.733 0.960
C 0.960 2.237 -0.916
C 2.655 2.971 0.756
C 2.089 1.756 -0.021
N 0.905 -1.526 -0.627
N 0.015 -0.561 -0.250
S 3.066 -3.045 -0.832
S 2.863 -0.605 1.035
H -5.037 -2.082 0.369
H -4.282 0.287 -0.208
H -3.228 -3.770 0.695
H -2.065 0.747 -0.667
H -1.008 -3.247 0.146
H 1.330 0.770 1.902
H 1.381 2.796 -1.878
H 0.276 2.881 -0.412
H 0.456 1.292 -1.232
H 1.791 3.605 0.821
H 3.486 3.452 0.231
H 2.860 2.761 1.752
H 3.027 1.391 -0.555
H 0.406 -2.322 -1.086
```

The calculation puts the HOMO energy (spin up / spin down) at -0.2768 / -0.2966 Eh. The value obtained for the relative energy (zero: lowest compared OMol25 entry of this formula, charge and spin) is 82.25 kcal/mol. The value obtained for the LUMO energy (spin up / spin down) is -1.566 / -0.418 eV.

Mulliken population analysis, charges in e, atoms 1 to 4:
1. C -0.425
2. C -0.765
3. C -0.620
4. C -0.117

Entry 3:
Below is 2 unconnected molecules or ions with the total composition C7H12N4O, with properties calculated with ωB97M-V/def2-TZVPD.

Structure (XYZ):
```
24
C7H12N4O ωB97M-V/def2-TZVPD
C -3.385 -1.194 0.556
C -3.024 -1.345 -0.839
C -3.112 0.105 0.831
C 2.017 -0.046 -1.105
C 0.764 -0.604 -0.364
C 1.902 0.936 0.918
C -2.058 1.891 -0.704
N -2.602 -0.234 -1.315
N -2.577 0.718 -0.320
N 2.839 0.555 -0.074
N 3.951 -0.212 0.417
O 0.847 -0.066 0.979
H -3.854 -1.836 1.203
H -2.900 -2.269 -1.344
H -3.191 0.666 1.720
H 2.405 -0.755 -1.936
H 1.680 0.843 -1.651
H -0.104 -0.250 -0.928
H 0.887 -1.599 -0.425
H 2.252 0.950 1.910
H 1.443 1.880 0.497
H -2.248 2.749 -0.021
H 4.257 0.247 1.278
H 3.810 -1.131 0.715
```

The calculation puts the HOMO energy at -0.3102 Eh. The value obtained for the relative energy (zero: lowest compared OMol25 entry of this formula, charge and spin) is 147.32 kcal/mol. The value obtained for the LUMO energy is -0.460 eV.

Mulliken population analysis, charges in e, atoms 1 to 4:
1. C -0.425
2. C -0.263
3. C -0.375
4. C -0.722

Entry 4:
Below is a molecular structure, C62H44F4MnN2O4P2Te, with properties calculated with ωB97M-V/def2-TZVPD.

Structure (XYZ):
```
120
C62H44F4MnN2O4P2Te ωB97M-V/def2-TZVPD
Mn -1.126 -1.674 -0.376
Te -1.832 2.470 -0.521
C -1.523 4.608 -0.457
C -2.486 5.358 0.221
C -2.413 6.734 0.218
N -1.459 7.421 -0.400
C -0.540 6.713 -1.044
C -0.530 5.332 -1.110
C 0.122 1.420 -0.410
P -0.471 -0.471 1.735
C -1.087 0.396 3.242
C -1.214 1.785 3.221
C -1.596 2.484 4.348
C -1.909 1.804 5.514
C -1.863 0.418 5.524
C -1.450 -0.282 4.406
C 0.712 -1.601 2.556
C 2.078 -1.387 2.688
C 2.863 -2.346 3.306
C 2.306 -3.527 3.766
C 0.947 -3.755 3.614
C 0.155 -2.793 3.016
P -0.144 -0.007 -1.496
C -0.815 0.733 -3.028
C -0.113 1.718 -3.716
C -0.672 2.317 -4.828
C -1.934 1.943 -5.262
C -2.623 0.940 -4.600
C -2.060 0.327 -3.494
C 1.502 -0.410 -2.175
C 1.542 -1.377 -3.177
C 2.735 -1.675 -3.805
C 3.898 -1.018 -3.432
C 3.867 -0.084 -2.412
C 2.675 0.216 -1.779
H -3.282 4.846 0.740
H -3.156 7.333 0.735
H 0.224 7.296 -1.547
H 0.243 4.829 -1.667
H -0.973 2.337 2.320
H -1.638 3.564 4.318
H -2.187 2.353 6.404
H -2.150 -0.119 6.420
H -1.393 -1.361 4.445
H 2.545 -0.505 2.280
H 3.926 -2.177 3.406
H 2.934 -4.285 4.218
H 0.510 -4.693 3.927
H -0.899 -2.985 2.859
H 0.881 1.987 -3.386
H -0.115 3.080 -5.354
H -2.367 2.414 -6.136
H -3.603 0.636 -4.945
H -2.555 -0.486 -2.978
H 0.624 -1.891 -3.439
H 2.765 -2.415 -4.593
H 4.832 -1.256 -3.921
H 4.769 0.416 -2.091
H 2.669 0.917 -0.963
F 1.664 -5.142 0.310
C 2.399 -4.256 -0.382
F 3.681 -4.502 -0.039
F 2.304 -4.608 -1.683
C 1.983 -2.742 -0.139
O 2.896 -1.973 0.083
O 0.757 -2.570 -0.216
C 0.358 0.884 0.978
C 1.224 1.819 0.533
C 2.187 2.767 0.814
C 2.932 3.433 -0.231
C 4.224 3.928 0.016
C 4.971 4.517 -0.979
C 4.475 4.623 -2.269
C 3.220 4.103 -2.545
C 2.468 3.515 -1.553
C 2.379 3.107 2.217
C 2.725 4.417 2.588
C 2.780 4.798 3.912
C 2.511 3.886 4.923
C 2.163 2.590 4.575
C 2.095 2.207 3.252
H 4.653 3.816 1.001
H 5.964 4.885 -0.752
H 5.068 5.088 -3.045
H 2.830 4.154 -3.552
H 1.498 3.104 -1.784
H 2.896 5.157 1.820
H 3.019 5.824 4.164
H 2.552 4.185 5.962
H 1.937 1.865 5.345
H 1.806 1.197 3.013
F -7.239 -3.562 -3.126
C -6.272 -2.890 -2.421
C -5.957 -1.593 -2.776
C -4.972 -0.924 -2.071
C -4.289 -1.532 -1.008
C -3.229 -0.845 -0.256
C -4.696 -2.824 -0.644
C -5.661 -3.512 -1.347
H -6.490 -1.121 -3.590
H -4.739 0.097 -2.344
H -3.397 -1.012 0.819
H -3.309 0.233 -0.451
H -4.213 -3.289 0.201
H -5.948 -4.517 -1.072
O -2.212 -4.605 2.266
C -1.846 -4.586 1.087
N -1.856 -3.496 0.256
C -1.481 -3.866 -0.994
O -1.500 -2.998 -1.910
C -1.138 -5.277 -1.023
C -0.672 -6.142 -1.999
C -0.408 -7.452 -1.639
C -0.614 -7.899 -0.331
C -1.108 -7.048 0.642
C -1.367 -5.736 0.295
H -0.505 -5.793 -3.008
H -0.015 -8.144 -2.375
H -0.367 -8.924 -0.075
H -1.269 -7.382 1.658
```

The calculation puts the HOMO energy (spin up / spin down) at -0.0574 / -0.0570 Eh. As for the expectation value of S²: 0.7806. The spin multiplicity is 2. As for the net charge: -2. The value obtained for the LUMO energy (spin up / spin down) is 3.884 / 3.885 eV.

Mulliken population analysis, charges in e, atoms 1 to 4:
1. Mn 0.928
2. Te 0.321
3. C 0.289
4. C -0.461

| no. | largest force on an atom (eV/A) | E_tot (a.u.) |
| --- | --- | --- |
| 1 | 6.06 | -556.5994 |
| 2 | 3.79 | -1333.2577 |
| 3 | 3.86 | -567.9506 |
| 4 | 2.03 | -5300.7184 |